Here is a 4-piece molecular cluster, CH11N2O3 overall from the Open Molecules 2025 dataset. Energies are from ωB97M-V/def2-TZVPD.

XYZ file:
```
17
Properties=species:S:1:pos:R:3:forces:R:3:lowdin_charge:R:1
O -0.51650 -2.25059 -2.61936 -0.7 -0.1 -0.2 -0.10
O -2.42956 -0.76706 1.81948 -1.1 -2.2 -0.2 -0.09
O 2.03603 1.35883 -1.56874 -0.9 -1.8 3.7 0.03
N 1.42541 1.36827 1.48163 -1.9 -1.1 3.4 0.16
N -0.34505 0.14042 0.49205 2.6 0.6 -0.9 0.18
C 0.26642 0.61835 1.54200 2.0 1.8 1.5 -0.13
H 1.90880 1.67667 0.68512 0.2 -0.2 -1.9 0.06
H -2.98047 -0.26604 1.19517 -0.5 -0.5 0.5 0.06
H 0.02403 -2.97100 -2.99633 -0.8 0.4 0.1 0.05
H 0.11082 -0.01296 -0.42208 -0.1 0.7 0.6 0.14
H 1.80211 2.17797 -1.87829 -0.7 3.0 -1.6 0.01
H 1.85512 1.78530 2.35635 -1.2 -1.2 -1.3 0.16
H -1.45810 -2.35744 -2.90168 1.4 -0.2 0.1 0.06
H 2.52877 0.89488 -2.18576 1.5 -1.1 -2.0 0.03
H -0.17183 0.43765 2.61847 0.7 0.5 -2.5 0.19
H -2.76670 -1.74207 1.81636 0.7 2.7 -0.1 0.13
H -1.28932 -0.09116 0.56560 -1.2 -1.2 0.5 0.04
```
Forces are in eV/Å.

Frontier orbital gap   11.24 eV
E   -10331.8124 eV
Relative energy (zero: lowest compared OMol25 entry of this formula, charge and spin)   147.5 kJ/mol
Charge   +1
2S+1   1
Highest occupied orbital energy   -14.50 eV